C37H46BN19OSW as an isolated structure at a distorted geometry, computed with ωB97M-V with the def2-TZVPD basis set.

Structure (ORCA input):
```
! wB97M-V def2-TZVPD RIJCOSX def2/J DEFGRID3
* xyz 1 4
W -0.75 -0.36 -0.96
S 2.21 1.89 -4.41
O 1.49 1.99 -3.09
N -2.88 1.37 0.24
N 1.83 -1.91 -3.75
N -1.56 -2.03 -1.92
N -0.25 1.15 1.63
N 0.92 -1.46 -4.65
N -2.52 2.30 -2.42
N -0.76 0.06 4.40
N -2.08 -0.63 1.90
N 0.49 -0.66 -2.64
N -1.59 0.93 3.75
N 1.61 -1.46 -2.59
N -2.69 1.73 1.52
N -1.73 1.10 -2.50
N -0.92 -0.01 -4.46
N -2.75 2.80 -3.83
N 0.37 -1.88 -0.11
N -0.24 1.53 0.23
N -2.21 -1.17 0.64
N -2.17 1.91 -4.59
C 1.40 -2.72 1.95
C -3.36 -2.41 2.11
C 0.26 -3.01 -0.75
C -4.05 3.24 0.63
C 0.27 -3.69 2.21
C -2.78 -1.37 2.78
C -2.31 1.64 4.66
C 3.41 2.61 -0.07
C 0.93 2.40 -0.12
C -1.07 -4.13 -2.65
C 2.49 -2.71 2.81
C 3.71 0.92 -4.17
C 3.14 3.42 -4.63
C 3.54 -1.82 2.65
C -2.13 -3.61 -3.41
C -3.69 2.26 -0.30
C 0.89 1.46 2.38
C -3.88 2.16 -1.77
C 2.23 1.76 0.38
C 3.47 -0.86 1.65
C -2.38 -2.33 -2.94
C 2.08 1.75 1.87
C 1.39 -1.78 0.91
C -3.38 2.86 1.78
C -3.00 -2.26 0.78
C 0.12 -0.71 -3.93
C 4.87 1.82 -3.73
C -3.55 -3.19 -0.26
C -0.74 -3.14 -1.73
C -1.59 0.98 -3.83
C -1.93 1.24 5.91
C 2.32 0.32 -0.22
C -0.95 0.24 5.69
C -0.18 -0.55 6.70
C 4.54 3.30 -4.01
C 2.38 -0.80 0.79
C -0.26 -3.57 3.65
B -1.62 0.83 2.24
H 2.54 4.21 -4.18
H -1.04 2.15 0.12
H -4.27 1.19 -2.09
H 5.78 1.52 -4.25
H 0.95 -3.82 -0.55
H 0.89 -0.44 6.53
H 0.73 1.39 3.45
H 4.59 3.88 -3.09
H -2.83 -1.10 3.82
H -2.80 -3.88 -0.64
H -4.33 -3.77 0.21
H 0.46 -3.96 4.37
H 3.48 0.13 -3.45
H -0.45 -2.52 3.89
H -3.98 -3.19 2.52
H 4.28 -0.16 1.52
H -0.56 -3.51 1.53
H 4.36 2.16 0.26
H 3.42 2.68 -1.16
H -3.13 -1.63 -3.29
H 0.62 -4.71 2.04
H 1.43 0.20 -0.85
H -3.99 -2.65 -1.10
H 3.17 0.25 -0.90
H 2.53 -3.43 3.62
H 3.18 3.59 -5.71
H -2.29 1.61 6.86
H -0.59 -5.08 -2.75
H -2.64 -4.11 -4.22
H -0.97 0.02 -5.47
H 5.28 3.73 -4.69
H 4.39 -1.85 3.32
H 2.91 1.97 2.52
H -4.49 2.96 -2.17
H -0.42 -1.61 6.63
H -2.01 3.03 -1.92
H 5.06 1.68 -2.66
H 3.89 0.44 -5.13
H -0.42 -0.21 7.71
H -3.05 2.36 4.38
H 0.81 3.36 0.37
H -3.36 3.34 2.74
H -1.19 -4.13 3.76
H 0.94 2.51 -1.20
H -4.69 4.09 0.50
H 3.35 3.62 0.34
*
```

The calculation puts the gap between HOMO and LUMO (alpha / beta) at 5.710 / 6.327 eV.

Results of the Mulliken charge analysis, in e, for atoms 1 through 5: 2.338, 0.276, -0.742, -0.187, -1.064